(1)
{
  "formula": "C5H11N3",
  "method": "ωB97M-V/def2-TZVPD",
  "species": ["C", "C", "C", "C", "N", "N", "C", "N", "H", "H", "H", "H", "H", "H", "H", "H", "H", "H", "H"],
  "xyz": [[0.1013, 0.8737, -0.2322], [-0.7454, -0.8872, 1.0960], [-0.5634, 1.9947, 0.5272], [1.4064, 0.4928, 0.0308], [-0.5533, -2.0127, 0.4417], [-0.4216, 0.6376, -1.4998], [0.9659, -2.2194, -0.4584], [1.1456, -2.8467, -1.4344], [-1.2887, -2.2255, -0.2295], [-0.0248, -0.1396, -2.0094], [-1.4254, 0.7020, -1.5868], [-1.7041, -0.3874, 1.0551], [-0.1243, -0.7045, 1.9653], [-1.6519, 1.8841, 0.5442], [-0.2043, 2.0382, 1.5523], [-0.3517, 2.9475, 0.0361], [1.8755, 0.8440, 0.9387], [2.0958, 0.3016, -0.7825], [1.4685, -1.2930, 0.0454]],
  "lowdin_charge": [-0.5115, -0.0938, -0.0579, -0.0333, -0.0086, 0.1120, -0.3702, 0.0423, 0.0921, 0.0872, 0.0951, 0.0871, 0.0923, 0.0736, 0.0841, 0.0911, 0.0781, 0.0851, 0.0552],
  "charge": 0,
  "lumo_ev": 0.158,
  "e_above_lowest_ev": 4.533,
  "homo_lumo_gap_ev": 8.3,
  "e_homo_ev": -8.12
}

***

(2)
{
  "formula": "C5H13O3",
  "method": "ωB97M-V/def2-TZVPD",
  "species": ["C", "O", "H", "H", "H", "C", "H", "H", "H", "O", "C", "C", "O", "C", "H", "H", "H", "H", "H", "H", "H"],
  "xyz": [[2.0013, 0.7143, 2.4881], [0.6631, 0.9755, 2.7390], [2.2014, 0.6854, 1.4032], [2.5794, 1.5310, 2.9539], [2.3086, -0.2540, 2.9223], [-0.5036, -0.1283, 2.0193], [-0.3783, -0.9887, 2.7012], [0.1465, -0.4813, 1.1996], [-1.3817, 0.3474, 2.4848], [-1.8846, -0.6206, 0.4157], [-1.9502, 0.2657, -0.6315], [-1.1782, -0.1840, -1.8513], [0.1944, -0.1182, -1.5619], [1.0114, -0.5798, -2.6063], [-1.6199, 1.2792, -0.3270], [-3.0230, 0.4058, -0.8818], [-1.4237, 0.4764, -2.7038], [-1.4770, -1.2135, -2.1184], [0.8629, 0.0193, -3.5221], [2.0552, -0.4955, -2.2770], [0.7960, -1.6361, -2.8460]],
  "lowdin_charge": [-0.2220, -0.2857, 0.0721, 0.0852, 0.0758, 0.0485, 0.0757, 0.0948, 0.1095, -0.0526, -0.2757, -0.2377, -0.1964, -0.1140, 0.1465, 0.1420, 0.1290, 0.1309, 0.0904, 0.0919, 0.0915],
  "s_squared": 0.757,
  "charge": 0,
  "lumo_ev": [0.909, -1.656],
  "e_above_lowest_ev": 3.178,
  "homo_lumo_gap_ev": [10.0, 7.3],
  "e_homo_ev": [-9.04, -9.00],
  "spin_multiplicity": 2
}

***

(3)
{
  "formula": "C37H39BrFeGe2IN5O2S",
  "method": "ωB97M-V/def2-TZVPD",
  "species": ["Fe", "N", "C", "C", "C", "C", "C", "C", "S", "O", "O", "N", "C", "N", "C", "C", "C", "N", "H", "H", "H", "H", "H", "H", "H", "H", "H", "Br", "C", "C", "C", "C", "C", "C", "I", "H", "H", "H", "H", "C", "Ge", "C", "C", "Ge", "C", "C", "C", "C", "C", "C", "C", "C", "C", "C", "C", "C", "H", "H", "H", "H", "H", "H", "H", "H", "H", "H", "H", "H", "H", "H", "H", "H", "H", "H", "H", "C", "C", "C", "C", "N", "C", "C", "H", "H", "H", "H", "H", "H", "H"],
  "xyz": [[-0.6242, -0.2909, -0.1128], [5.0376, -5.6328, -1.1766], [4.3714, -4.4474, -0.9862], [4.8920, -3.4668, -0.1330], [4.2072, -2.2909, 0.0861], [2.9824, -2.0842, -0.5419], [2.4514, -3.0435, -1.3960], [3.1424, -4.2163, -1.6167], [2.1259, -0.6012, -0.2287], [3.0569, 0.4797, -0.1143], [1.1118, -0.4561, -1.3142], [1.1210, -0.7849, 1.0194], [1.5387, -0.6765, 2.3204], [2.8430, -0.7032, 2.6127], [3.1649, -0.5738, 3.8894], [2.2196, -0.4420, 4.8981], [0.8990, -0.4651, 4.4944], [0.5432, -0.5794, 3.2186], [6.0108, -5.6685, -0.9248], [4.7930, -6.1806, -1.9832], [5.8465, -3.6333, 0.3501], [4.6039, -1.5259, 0.7362], [1.5162, -2.8572, -1.9019], [2.7421, -4.9623, -2.2915], [4.2260, -0.5861, 4.1153], [2.4951, -0.3440, 5.9364], [0.0867, -0.3920, 5.2102], [-3.3045, -0.3636, -0.9931], [-4.4350, 0.3851, 0.3533], [-5.6803, 0.8198, -0.0688], [-6.5562, 1.3594, 0.8614], [-6.1818, 1.4589, 2.1912], [-4.9312, 1.0221, 2.5987], [-4.0419, 0.4745, 1.6807], [-2.1377, -0.0867, 2.3719], [-5.9568, 0.7364, -1.1102], [-7.5298, 1.7004, 0.5381], [-6.8615, 1.8799, 2.9191], [-4.6351, 1.1106, 3.6350], [2.1032, 2.5162, -2.7348], [0.2487, 2.7452, -2.1695], [-0.3700, 4.5712, -2.5146], [-0.9074, 1.4860, -3.1294], [-0.0112, 2.4625, 0.2812], [-1.6325, 3.3805, 0.8604], [-1.6828, 4.1549, 2.0202], [-2.8625, 4.7840, 2.3915], [-3.9999, 4.6541, 1.6070], [-3.9622, 3.8943, 0.4469], [-2.7870, 3.2558, 0.0823], [1.4940, 2.9761, 1.3868], [1.4666, 2.7488, 2.7629], [2.5460, 3.1084, 3.5565], [3.6629, 3.6956, 2.9806], [3.7005, 3.9241, 1.6130], [2.6242, 3.5610, 0.8189], [2.1143, 2.0429, -3.7158], [2.6609, 1.8895, -2.0326], [2.5864, 3.4894, -2.8116], [-0.3526, 4.7580, -3.5889], [0.2829, 5.2911, -2.0216], [-1.3844, 4.7140, -2.1464], [-0.8500, 1.7419, -4.1888], [-1.9463, 1.5544, -2.8132], [-0.5516, 0.4593, -3.0046], [-0.7939, 4.2782, 2.6253], [-2.8912, 5.3880, 3.2889], [-4.9142, 5.1549, 1.8963], [-4.8461, 3.8000, -0.1709], [-2.7594, 2.6628, -0.8266], [0.5955, 2.2943, 3.2195], [2.5131, 2.9333, 4.6247], [4.5054, 3.9775, 3.5985], [4.5725, 4.3803, 1.1627], [2.6711, 3.7241, -0.2521], [-0.7730, -6.6223, -1.2997], [-0.8142, -5.1527, -1.0136], [-0.6072, -4.6633, 0.2713], [-0.6609, -3.3035, 0.5038], [-0.9114, -2.4196, -0.4654], [-1.1149, -2.8789, -1.7039], [-1.0760, -4.2218, -2.0161], [-0.0150, -7.1170, -0.6942], [-0.5711, -6.8173, -2.3509], [-1.7367, -7.0730, -1.0548], [-0.3914, -5.3359, 1.0898], [-0.4810, -2.8938, 1.4895], [-1.2958, -2.1357, -2.4717], [-1.2396, -4.5401, -3.0365]],
  "lowdin_charge": [0.3905, 0.1161, -0.3113, -0.0135, -0.0515, -0.2917, -0.0581, -0.0199, 0.6214, -0.2677, -0.4301, -0.1754, -0.4756, 0.1484, -0.1050, -0.0484, -0.1442, -0.0149, 0.0999, 0.0976, 0.1168, 0.1076, 0.0940, 0.1127, 0.1186, 0.1046, 0.1117, 0.8836, -0.6696, -0.1298, -0.0670, -0.0651, -0.1409, -0.6757, 1.2083, 0.1067, 0.1154, 0.1150, 0.0985, -0.2312, 0.7066, -0.2349, -0.2603, 0.9311, -0.3825, -0.1015, -0.0715, -0.0767, -0.0859, -0.1587, -0.3619, -0.1398, -0.0826, -0.0739, -0.0669, -0.1117, 0.0283, -0.0045, 0.0239, 0.0262, 0.0241, 0.0102, 0.0303, -0.0267, -0.0074, 0.0917, 0.1070, 0.1076, 0.1066, 0.0685, 0.0872, 0.1042, 0.1061, 0.1087, 0.0848, -0.0278, -0.2460, 0.0069, -0.1135, -0.0583, -0.1613, -0.0051, 0.0881, 0.0839, 0.0971, 0.1257, 0.0943, 0.1051, 0.1242],
  "s_squared": 8.764,
  "charge": 1,
  "lumo_ev": [-2.018, -4.079],
  "e_above_lowest_ev": 0.219,
  "homo_lumo_gap_ev": [7.3, 6.3],
  "e_homo_ev": [-9.27, -10.39],
  "spin_multiplicity": 6
}

***

(4)
{
  "formula": "C51H36AuN3O2P2S",
  "method": "ωB97M-V/def2-TZVPD",
  "species": ["Au", "O", "S", "C", "C", "C", "C", "C", "C", "C", "C", "C", "C", "P", "C", "C", "C", "C", "C", "C", "C", "C", "C", "C", "C", "C", "C", "C", "C", "C", "C", "C", "C", "C", "C", "C", "C", "C", "P", "C", "C", "C", "C", "C", "C", "C", "C", "C", "C", "C", "C", "C", "C", "H", "H", "H", "H", "H", "H", "H", "H", "H", "H", "H", "H", "H", "H", "H", "H", "H", "H", "H", "H", "H", "H", "H", "H", "H", "H", "H", "H", "H", "H", "H", "H", "H", "H", "H", "H", "O", "N", "C", "C", "N", "C", "N"],
  "xyz": [[0.6000, 0.1389, 1.2463], [0.9031, -1.3687, -1.2574], [-0.1268, -0.1766, -1.6259], [-1.4853, -1.1044, -2.2136], [-2.3440, -0.6909, -3.2098], [-3.4791, -1.4434, -3.5575], [-3.7354, -2.5967, -2.8622], [-4.8670, -3.5811, -2.9551], [-4.6221, -4.5830, -1.7956], [-3.3461, -4.1221, -1.1487], [-2.6476, -4.5914, -0.0654], [-1.4838, -3.9056, 0.3210], [-0.9996, -2.7766, -0.3305], [0.6034, -2.1813, 0.2314], [1.9100, -3.3692, -0.1107], [2.0311, -4.4334, 0.7939], [2.8972, -5.4816, 0.5348], [3.6631, -5.4741, -0.6211], [3.5694, -4.4109, -1.5077], [2.7009, -3.3615, -1.2627], [0.4426, -2.0954, 2.0452], [1.6253, -2.0662, 2.8336], [1.5355, -1.8818, 4.1932], [0.2879, -1.6686, 4.7856], [-0.8721, -1.6574, 4.0304], [-0.8023, -1.8484, 2.6591], [-1.7297, -2.2724, -1.4440], [-2.8737, -2.9804, -1.8180], [0.4676, 0.7876, -2.9283], [0.3126, 0.4168, -4.2585], [0.4092, 1.3485, -5.2975], [0.5967, 2.6713, -4.9634], [0.5944, 3.9154, -5.8083], [0.8913, 5.0765, -4.8216], [1.0298, 4.4152, -3.4752], [1.2904, 4.9105, -2.2298], [1.4690, 3.9948, -1.1699], [1.3174, 2.6249, -1.3059], [1.9814, 1.5740, 0.0207], [2.7228, 2.6524, 1.2611], [1.9975, 2.9651, 2.4108], [2.5584, 3.7782, 3.3834], [3.8437, 4.2719, 3.2121], [4.5687, 3.9637, 2.0679], [4.0128, 3.1559, 1.0897], [3.3743, 0.6798, -0.7294], [3.8636, 0.9706, -1.9988], [4.9526, 0.2694, -2.5032], [5.5617, -0.7136, -1.7398], [5.0940, -0.9869, -0.4590], [4.0018, -0.3006, 0.0377], [0.8671, 2.1141, -2.5633], [0.8350, 3.0263, -3.6229], [-2.1627, 0.2428, -3.7242], [-4.1359, -1.0866, -4.3383], [-4.8666, -4.0787, -3.9261], [-5.8243, -3.0694, -2.8569], [-4.5314, -5.6110, -2.1483], [-5.4385, -4.5684, -1.0725], [-2.9679, -5.4601, 0.4933], [-0.9363, -4.3028, 1.1684], [1.4450, -4.4626, 1.7026], [2.9715, -6.3011, 1.2361], [4.3352, -6.2957, -0.8290], [4.1751, -4.3977, -2.4036], [2.6518, -2.5450, -1.9652], [2.5875, -2.2234, 2.3635], [2.4289, -1.8932, 4.8019], [0.2304, -1.4936, 5.8521], [-1.8309, -1.4827, 4.4982], [-1.7010, -1.8377, 2.0600], [0.0723, -0.6121, -4.4937], [0.2774, 1.0278, -6.3216], [-0.3752, 4.0353, -6.2945], [1.3346, 3.8518, -6.6068], [0.0903, 5.8161, -4.8106], [1.8037, 5.6115, -5.0874], [1.4196, 5.9682, -2.0462], [1.7882, 4.3915, -0.2151], [0.9872, 2.5908, 2.5483], [1.9933, 4.0253, 4.2716], [4.2845, 4.9004, 3.9741], [5.5703, 4.3511, 1.9403], [4.5827, 2.9113, 0.2016], [3.4135, 1.7498, -2.5995], [5.3318, 0.5051, -3.4884], [6.4026, -1.2655, -2.1378], [5.5847, -1.7356, 0.1489], [3.6398, -0.5129, 1.0386], [-1.4899, 0.8208, 1.6800], [-2.2426, 0.1792, 0.8195], [-3.5184, 0.2609, 1.0583], [-4.0459, 0.9731, 2.1815], [-4.4656, 1.5212, 3.0981], [-4.3843, -0.4556, 0.1690], [-5.0510, -1.0558, -0.5483]],
  "lowdin_charge": [0.8132, -0.5537, 1.1414, -0.3154, -0.0285, 0.0187, -0.1434, -0.0800, -0.0737, -0.1183, 0.0274, -0.0399, -0.2227, 0.9623, -0.2638, -0.0799, -0.0436, -0.0366, -0.0467, -0.0603, -0.4076, -0.1049, -0.0361, -0.0093, -0.0238, -0.0942, -0.1382, -0.0960, -0.3338, -0.0359, 0.0242, -0.1051, -0.0732, -0.0738, -0.1236, 0.0272, -0.0218, -0.2714, 0.9782, -0.3908, -0.1024, -0.0541, -0.0470, -0.0495, -0.0719, -0.3672, -0.0684, -0.0501, -0.0546, -0.0654, -0.1121, -0.1694, -0.0822, 0.1190, 0.1317, 0.1315, 0.1297, 0.1315, 0.1343, 0.1295, 0.1125, 0.1046, 0.1199, 0.1211, 0.1187, 0.1062, 0.1070, 0.1242, 0.1280, 0.1302, 0.0989, 0.1312, 0.1321, 0.1355, 0.1343, 0.1332, 0.1323, 0.1308, 0.1113, 0.0884, 0.1172, 0.1181, 0.1172, 0.1145, 0.1084, 0.1155, 0.1166, 0.1174, 0.0880, -0.3018, -0.0710, -0.3008, -0.1685, 0.1955, -0.1387, 0.2125],
  "charge": 2,
  "lumo_ev": -6.833,
  "homo_lumo_gap_ev": 6.4,
  "e_homo_ev": -13.22
}

***

(5)
{
  "formula": "H24O12",
  "method": "ωB97M-V/def2-TZVPD",
  "species": ["O", "H", "H", "O", "H", "H", "O", "H", "H", "O", "H", "H", "O", "H", "H", "O", "H", "H", "O", "H", "H", "O", "H", "H", "O", "H", "H", "O", "H", "H", "O", "H", "H", "O", "H", "H"],
  "xyz": [[1.0212, 3.4873, 0.1964], [0.9682, 4.2693, 0.7584], [1.8572, 3.2173, 0.4994], [0.6512, 1.0523, 3.1444], [0.8012, 0.1153, 3.5504], [0.6232, 1.0143, 2.2494], [0.2382, -2.8847, 1.8424], [-0.5568, -2.4227, 2.3734], [0.5692, -2.4477, 1.0334], [-2.1658, -0.3037, -0.0916], [-2.5228, -0.5637, 0.6574], [-2.5768, 0.5273, -0.3016], [2.6912, 0.6373, 1.1844], [1.8602, 0.4573, 0.9404], [3.0012, 0.0453, 1.7614], [0.5832, 0.2163, 0.3354], [0.3922, 1.1643, -0.0286], [-0.2798, -0.1737, 0.3304], [0.1142, 0.8983, -3.3566], [-0.0008, 1.3723, -4.2036], [-0.3168, 1.5593, -2.7926], [-1.7418, -1.9287, -2.3946], [-1.6518, -1.3687, -1.5916], [-2.3668, -2.7147, -2.0936], [2.2332, -1.3087, -1.5036], [1.9142, -1.5247, -2.3816], [1.8582, -0.4517, -1.1136], [-0.9268, 2.4423, -1.4316], [-0.3928, 3.0043, -0.9876], [-1.4018, 3.0123, -1.9036], [-1.7078, -1.1597, 2.7254], [-2.7608, -1.3987, 2.7814], [-1.5598, -0.3497, 3.3844], [0.5192, -2.8427, -1.0116], [-0.2438, -2.4097, -1.5086], [1.2782, -2.2387, -1.0526]],
  "lowdin_charge": [-0.0058, 0.0756, 0.0306, -0.0486, 0.1115, -0.0833, -0.1507, 0.0448, -0.0131, 0.0396, -0.0460, 0.0747, 0.0395, -0.1566, -0.0106, -0.0577, 0.1176, 0.0268, -0.0721, 0.0464, -0.0302, -0.1162, -0.0031, 0.1270, -0.0321, 0.0745, 0.0825, 0.0556, -0.0337, 0.0084, -0.1628, 0.1508, 0.1178, -0.1145, 0.0107, -0.0971],
  "charge": 0,
  "lumo_ev": -0.395,
  "e_above_lowest_ev": 5.004,
  "smiles": "O.O.O.O.O.O.O.O.O.O.O.O",
  "homo_lumo_gap_ev": 9.0,
  "e_homo_ev": -9.36
}